[1]
Molecular formula: C29H28BF4MnN15O
Method: DFT, the ωB97M-V functional and the def2-TZVPD basis

Cartesian coordinates (Å):
1 Mn -0.405 0.460 -0.654
2 C -0.806 3.141 2.562
3 C -1.283 2.488 1.438
4 N -0.367 1.614 0.989
5 N 0.697 1.686 1.835
6 C 0.454 2.605 2.776
7 B 1.859 0.691 1.596
8 N 2.330 1.016 0.157
9 C 3.535 1.401 -0.284
10 C 3.437 1.710 -1.632
11 C 2.102 1.504 -1.945
12 N 1.439 1.093 -0.858
13 N 1.202 -0.725 1.605
14 C 1.104 -1.516 2.876
15 C -0.087 -3.141 1.461
16 C 0.037 -2.244 0.299
17 N 0.567 -1.078 0.485
18 N 3.034 0.661 2.546
19 C 3.300 1.083 3.798
20 C 4.539 0.574 4.174
21 C 4.981 -0.174 3.055
22 N 4.106 -0.051 2.103
23 H -1.298 3.887 3.152
24 H -2.254 2.583 0.985
25 H 1.164 2.868 3.534
26 H 4.395 1.440 0.351
27 H 4.224 2.036 -2.280
28 H 1.605 1.623 -2.891
29 H 1.105 -0.813 3.717
30 H 0.753 -3.834 1.588
31 H -0.375 -2.486 -0.671
32 H 2.635 1.691 4.378
33 H 5.103 0.789 5.063
34 H 5.908 -0.697 2.920
35 N -2.446 4.518 -4.906
36 C -2.451 4.022 -3.500
37 C -1.474 2.842 -3.259
38 N -1.510 2.366 -1.865
39 H -3.115 5.301 -5.006
40 H -2.737 3.793 -5.579
41 H -1.522 4.875 -5.195
42 H -3.472 3.712 -3.261
43 H -2.184 4.863 -2.853
44 H -0.453 3.161 -3.484
45 H -1.739 2.009 -3.915
46 H -2.474 2.098 -1.651
47 H -1.271 3.152 -1.255
48 F -2.463 -3.394 -0.213
49 C -2.559 -3.378 1.114
50 C -1.381 -3.914 1.866
51 F -1.246 -5.252 1.805
52 C -1.287 -3.251 3.232
53 C -2.479 -2.897 3.907
54 C -3.658 -2.747 3.171
55 F -4.758 -2.334 3.741
56 C -3.537 -2.630 1.724
57 C -4.160 -1.545 0.992
58 C -3.256 -0.854 0.194
59 N -2.365 -0.301 -0.316
60 C -5.453 -1.073 1.248
61 N -6.537 -0.736 1.419
62 F -2.449 -2.496 5.157
63 C -0.246 -2.242 2.711
64 C -1.135 -1.104 2.530
65 N -1.794 -0.173 2.433
66 C 2.239 -2.417 2.996
67 N 3.137 -3.117 3.031
68 C 1.147 -2.295 -5.051
69 N 0.981 -1.776 -3.715
70 C 2.003 -2.165 -2.772
71 C -0.039 -1.019 -3.396
72 O -0.279 -0.496 -2.277
73 H 1.147 -3.387 -5.033
74 H 2.109 -1.978 -5.460
75 H 0.352 -1.958 -5.711
76 H 2.989 -1.925 -3.173
77 H 1.972 -3.246 -2.622
78 H 1.861 -1.659 -1.818
79 H -0.746 -0.835 -4.215

## Properties
- Energy above the lowest of the compared OMol25 structures with the same formula, charge and spin: 567.5 kJ/mol
- Charge: +4
- Multiplicity: 6

Mulliken atomic charge list, values in e, 6 entries:
1 Mn 0.6490
2 C -1.5979
3 C -0.5915
4 N 0.5019
5 N 0.3693
6 C 0.1714


[2]
Molecular formula: C5H15N2
Method: DFT, the ωB97M-V functional and the def2-TZVPD basis

Cartesian coordinates (Å):
1 C 2.051 -1.631 -1.578
2 N 1.036 -1.136 -0.632
3 C 0.233 0.011 -1.178
4 C -1.218 -0.123 -0.703
5 C -1.560 -0.124 0.790
6 C -1.297 1.213 1.495
7 N 0.175 1.378 1.731
8 H 2.063 -2.720 -1.592
9 H 3.048 -1.289 -1.282
10 H 1.881 -1.276 -2.591
11 H 1.520 -0.790 0.184
12 H 0.689 0.954 -0.858
13 H 0.200 -0.138 -2.235
14 H -1.826 0.610 -1.193
15 H -1.581 -1.072 -1.088
16 H -0.967 -0.909 1.279
17 H -2.594 -0.420 0.890
18 H -1.867 1.298 2.410
19 H -1.624 1.961 0.798
20 H 0.449 1.677 2.671
21 H 0.558 2.057 1.074
22 H 0.630 0.469 1.608

## Properties
- Energy above the lowest of the compared OMol25 structures with the same formula, charge and spin: 141.9 kJ/mol
- Charge: +1

Mulliken atomic charge list, values in e, 6 entries:
1 C -0.8586
2 N -0.2766
3 C -0.5163
4 C -0.6791
5 C -0.8751
6 C -0.5467


[3]
Molecular formula: C28H36As2CoSi
Method: DFT, the ωB97M-V functional and the def2-TZVPD basis

Cartesian coordinates (Å):
1 C 1.296 2.318 0.650
2 C 0.217 2.388 -0.319
3 C -1.014 2.540 0.413
4 H 0.343 2.480 -1.392
5 C -0.693 2.600 1.797
6 C 0.715 2.511 1.943
7 H 1.264 2.673 2.874
8 H 2.347 2.266 0.375
9 H -1.980 2.695 -0.059
10 H -1.417 2.753 2.591
11 Co 0.247 0.466 0.530
12 C -0.946 -2.147 -3.947
13 H -1.784 -1.492 -3.675
14 H -1.333 -2.922 -4.657
15 H -0.189 -1.552 -4.473
16 Si 0.227 -0.459 -1.556
17 C 1.931 -0.484 -2.345
18 C 2.685 0.690 -2.489
19 H 2.289 1.639 -2.123
20 C 3.931 0.665 -3.122
21 H 4.491 1.592 -3.235
22 C 4.450 -0.528 -3.631
23 H 5.407 -0.540 -4.162
24 C 3.728 -1.707 -3.443
25 H 4.124 -2.656 -3.821
26 C 2.483 -1.692 -2.799
27 H 1.919 -2.619 -2.669
28 C -0.879 0.609 -2.671
29 C -0.356 1.220 -3.827
30 H 0.699 1.085 -4.074
31 C -1.158 2.038 -4.634
32 H -0.706 2.515 -5.510
33 C -2.493 2.262 -4.313
34 H -3.118 2.917 -4.928
35 C -3.024 1.642 -3.172
36 H -4.065 1.792 -2.896
37 C -2.222 0.852 -2.340
38 H -2.626 0.450 -1.403
39 H -0.231 -1.856 -1.381
40 H -0.493 -2.636 -3.043
41 C 3.127 -0.674 3.543
42 As 1.518 -0.587 2.366
43 C 1.423 -2.535 2.145
44 C 0.074 -0.351 3.732
45 C 0.402 0.142 4.989
46 C -0.619 0.388 5.915
47 C -1.952 0.218 5.545
48 C -2.295 -0.232 4.263
49 C -1.276 -0.497 3.347
50 As -1.623 -0.651 1.390
51 C -3.373 0.206 1.329
52 C -1.943 -2.583 1.132
53 H 3.795 -1.425 3.098
54 H 2.866 -0.988 4.562
55 H 3.626 0.302 3.573
56 H 2.392 -2.913 2.483
57 H 0.616 -2.935 2.764
58 H 1.265 -2.769 1.091
59 H 1.435 0.359 5.259
60 H -0.365 0.718 6.926
61 H -2.739 0.459 6.257
62 H -3.350 -0.336 3.999
63 H -3.253 1.226 1.706
64 H -3.735 0.222 0.295
65 H -4.052 -0.368 1.968
66 H -0.991 -3.102 0.997
67 H -2.468 -2.956 2.019
68 H -2.571 -2.706 0.243

## Properties
- Energy above the lowest of the compared OMol25 structures with the same formula, charge and spin: 0.0 kJ/mol
- Multiplicity: 4

Mulliken atomic charge list, values in e, 6 entries:
1 C -0.8820
2 C -1.0256
3 C -0.6326
4 H 1.2447
5 C -0.5516
6 C -0.5180


[4]
Molecular formula: C24H30N2O5S
Method: DFT, the ωB97M-V functional and the def2-TZVPD basis

Cartesian coordinates (Å):
1 C -1.014 -4.500 1.465
2 C -0.101 -3.554 0.692
3 C 0.190 -2.269 1.483
4 C 1.210 -2.480 2.602
5 N 0.620 -1.198 0.589
6 C -0.014 -0.016 0.459
7 O 0.315 0.802 -0.387
8 C -1.194 0.285 1.388
9 O -2.312 -0.521 1.071
10 C -2.839 -0.418 -0.194
11 C -3.282 -1.619 -0.746
12 C -3.832 -1.661 -2.011
13 C -3.929 -0.500 -2.759
14 C -3.501 0.696 -2.214
15 C -2.966 0.762 -0.931
16 C -2.664 2.136 -0.397
17 O -3.326 2.656 0.480
18 N -1.668 2.762 -1.066
19 C -1.116 4.025 -0.604
20 C 0.151 3.767 0.169
21 C 0.116 3.620 1.549
22 C 1.259 3.266 2.244
23 C 2.446 3.049 1.564
24 C 2.493 3.200 0.187
25 C 1.349 3.558 -0.503
26 C 1.828 -1.422 -0.207
27 C 1.553 -1.374 -1.739
28 C 2.272 -0.203 -2.374
29 S 3.804 -0.188 -1.412
30 O 4.481 1.078 -1.450
31 O 4.581 -1.358 -1.715
32 C 2.934 -0.441 0.163
33 H -0.537 -4.843 2.379
34 H -1.945 -4.003 1.728
35 H -1.248 -5.370 0.858
36 H 0.826 -4.076 0.447
37 H -0.588 -3.276 -0.245
38 H -0.755 -1.959 1.928
39 H 1.427 -1.534 3.094
40 H 0.809 -3.167 3.341
41 H 2.141 -2.892 2.222
42 H -1.416 1.351 1.304
43 H -0.950 0.070 2.431
44 H -3.190 -2.515 -0.151
45 H -4.174 -2.602 -2.416
46 H -4.343 -0.523 -3.755
47 H -3.597 1.612 -2.778
48 H -1.033 2.184 -1.599
49 H -1.876 4.491 0.027
50 H -0.922 4.658 -1.475
51 H -0.813 3.779 2.078
52 H 1.222 3.152 3.318
53 H 3.337 2.764 2.105
54 H 3.413 3.015 -0.349
55 H 1.384 3.669 -1.578
56 H 2.166 -2.430 0.032
57 H 0.479 -1.317 -1.914
58 H 1.928 -2.296 -2.184
59 H 1.778 0.742 -2.175
60 H 2.473 -0.338 -3.430
61 H 3.615 -0.822 0.916
62 H 2.547 0.533 0.449

## Properties
- Energy above the lowest of the compared OMol25 structures with the same formula, charge and spin: 97.1 kJ/mol

Mulliken atomic charge list, values in e, 6 entries:
1 C -1.6108
2 C -0.4790
3 C -0.0656
4 C -1.5405
5 N 0.6127
6 C 0.6726


[5]
Molecular formula: C7H17INO4Si
Method: DFT, the ωB97M-V functional and the def2-TZVPD basis

Cartesian coordinates (Å):
1 C 3.844 -2.060 -0.199
2 C 3.941 -0.818 -1.265
3 C 3.918 0.685 -0.541
4 C 2.558 0.860 0.416
5 O 1.449 0.288 -0.365
6 Si 0.047 -0.077 0.630
7 I -0.220 -2.581 0.632
8 C -1.458 0.845 -0.154
9 C -2.365 -0.067 -1.177
10 N -3.243 -1.100 -0.466
11 H 3.412 -3.064 -0.673
12 H 3.222 -1.834 0.767
13 H 4.946 -2.327 0.147
14 H 4.933 -0.930 -1.914
15 H 3.050 -0.898 -2.055
16 H 3.741 1.448 -1.442
17 H 4.913 0.923 0.047
18 H 2.439 2.041 0.540
19 H 2.726 0.367 1.467
20 H 0.168 0.300 2.032
21 H -2.166 1.283 0.695
22 H -0.995 1.719 -0.821
23 H -1.752 -0.537 -2.074
24 H -3.134 0.688 -1.690
25 H -4.191 -0.681 -0.281
26 H -3.327 -1.983 -1.025
27 C -5.290 1.217 1.488
28 O -4.761 2.159 0.850
29 O -5.599 1.599 2.720
30 O -5.557 0.039 1.160
31 H -5.249 2.497 2.552

## Properties
- Electronic energy: -1219.86999 Eh
- Charge: -1

Mulliken atomic charge list, values in e, 6 entries:
1 C -0.7454
2 C -0.3558
3 C -0.5945
4 C -0.4371
5 O -0.1437
6 Si 0.2823


[6]
Molecular formula: C4H5NO2
Method: DFT, the ωB97M-V functional and the def2-TZVPD basis

Cartesian coordinates (Å):
1 O 1.316 1.524 1.629
2 C 0.817 0.925 0.723
3 N 1.235 0.239 -0.377
4 C 0.514 -1.068 -0.300
5 C -0.929 -0.633 -0.025
6 O -1.368 -0.173 1.310
7 C -0.767 0.703 0.506
8 H 0.123 1.160 -1.138
9 H 0.962 -1.729 0.451
10 H 0.561 -1.560 -1.273
11 H -1.762 -0.902 -0.666
12 H -0.702 1.515 -0.839

## Properties
- Energy above the lowest of the compared OMol25 structures with the same formula, charge and spin: 756.4 kJ/mol

Mulliken atomic charge list, values in e, 6 entries:
1 O -0.4702
2 C 0.3372
3 N -0.4810
4 C -0.3783
5 C -0.0738
6 O -0.3247


[7]
Molecular formula: C6H15NO3S
Method: DFT, the ωB97M-V functional and the def2-TZVPD basis

Cartesian coordinates (Å):
1 C 0.876 -2.460 -0.278
2 C -0.160 -1.359 -0.653
3 C -0.173 -0.157 0.273
4 C -0.392 -0.641 1.844
5 N -1.034 0.868 -0.040
6 C -1.149 1.999 0.769
7 C -1.410 1.193 -1.437
8 S 1.585 0.517 0.036
9 O 1.577 1.981 -0.100
10 O 2.515 -0.001 0.989
11 O 2.062 -0.040 -1.436
12 H 1.320 -3.029 -1.111
13 H 1.701 -2.090 0.276
14 H 0.370 -3.153 0.318
15 H -1.181 -1.807 -0.505
16 H -0.110 -0.966 -1.727
17 H -0.520 0.094 2.716
18 H 0.487 -1.195 2.100
19 H -1.293 -1.221 1.881
20 H -2.203 2.105 1.319
21 H -0.244 2.184 1.469
22 H -1.182 2.868 0.181
23 H -2.168 1.878 -1.548
24 H -0.567 1.795 -1.822
25 H -1.647 0.293 -1.951
26 H 2.943 0.343 -1.562

## Properties
- Energy above the lowest of the compared OMol25 structures with the same formula, charge and spin: 215.1 kJ/mol

Mulliken atomic charge list, values in e, 6 entries:
1 C -1.5268
2 C -0.8492
3 C 0.5626
4 C -1.3364
5 N 0.1616
6 C -1.1157


[8]
Molecular formula: C35H37BF4HfP2
Method: DFT, the ωB97M-V functional and the def2-TZVPD basis

Cartesian coordinates (Å):
1 Hf 0.507 0.111 3.021
2 C -0.949 -0.319 5.178
3 C -1.573 -0.360 3.908
4 C -2.554 0.766 3.483
5 C -1.978 1.948 2.640
6 C -0.495 2.199 2.853
7 C 0.059 2.207 4.144
8 C -0.773 2.231 5.421
9 C -1.073 0.870 6.084
10 C 1.297 -0.206 1.037
11 H -0.651 -1.253 5.670
12 H -1.803 -1.337 3.456
13 H -3.032 1.222 4.376
14 H -3.381 0.271 2.934
15 H -2.217 1.797 1.571
16 H -2.569 2.842 2.921
17 H 0.060 2.685 2.042
18 H 1.088 2.573 4.254
19 H -1.730 2.740 5.254
20 H -0.248 2.869 6.142
21 H -0.432 0.746 6.969
22 H -2.088 0.899 6.510
23 H 2.382 -0.446 1.046
24 H 1.199 0.753 0.505
25 H 0.805 -0.956 0.410
26 P -0.045 -1.810 -2.505
27 P 1.555 0.440 -2.297
28 C -0.888 -0.316 -3.089
29 C -0.079 0.785 -3.025
30 C -0.449 -2.974 -3.899
31 C -1.565 -2.789 -4.730
32 C -2.052 -3.874 -5.474
33 C -1.337 -5.077 -5.514
34 C -0.110 -5.181 -4.846
35 C 0.360 -4.123 -4.064
36 C -1.249 -2.302 -1.191
37 C -1.711 -1.293 -0.318
38 C -2.822 -1.535 0.493
39 C -3.271 -2.861 0.657
40 C -2.803 -3.868 -0.210
41 C -1.775 -3.608 -1.126
42 C 2.555 0.810 -3.819
43 C 2.352 -0.084 -4.893
44 C 2.644 0.321 -6.198
45 C 3.238 1.569 -6.430
46 C 3.586 2.380 -5.348
47 C 3.255 2.004 -4.033
48 C 1.867 1.923 -1.308
49 C 3.103 1.974 -0.637
50 C 3.422 3.087 0.132
51 C 2.524 4.160 0.201
52 C 1.260 4.057 -0.379
53 C 0.898 2.915 -1.096
54 H -1.949 -0.327 -3.379
55 H -0.312 1.777 -3.433
56 H -2.060 -1.814 -4.788
57 H -2.994 -3.769 -6.013
58 H -1.735 -5.925 -6.075
59 H 0.472 -6.101 -4.920
60 H 1.336 -4.177 -3.573
61 H -1.223 -0.305 -0.303
62 H -3.329 -0.681 0.947
63 H -3.993 -3.089 1.444
64 H -3.261 -4.857 -0.189
65 H -1.401 -4.398 -1.799
66 H 1.893 -1.056 -4.698
67 H 2.391 -0.339 -7.029
68 H 3.427 1.891 -7.461
69 H 4.096 3.326 -5.532
70 H 3.516 2.672 -3.213
71 H 3.787 1.122 -0.701
72 H 4.371 3.119 0.664
73 H 2.811 5.076 0.721
74 H 0.542 4.876 -0.296
75 H -0.104 2.808 -1.516
76 F 2.005 -0.251 4.099
77 B -0.147 0.206 10.041
78 F -0.787 -0.719 9.289
79 F 0.115 -0.041 11.338
80 F 0.221 1.389 9.493

## Properties
- Energy above the lowest of the compared OMol25 structures with the same formula, charge and spin: 0.0 kJ/mol
- Charge: +2

Mulliken atomic charge list, values in e, 6 entries:
1 Hf 1.1066
2 C -0.3462
3 C -0.3665
4 C -0.8468
5 C -1.0228
6 C 0.0992